{
  "formula": "C81H188N12O16",
  "method": "ωB97M-V/def2-TZVPD",
  "energy_ev": -137671.965,
  "relative_energy_kcal_mol": 0.0,
  "elements": ["O", "O", "O", "O", "O", "O", "O", "O", "O", "O", "O", "O", "O", "O", "O", "O", "N", "N", "N", "N", "N", "N", "N", "N", "N", "N", "N", "N", "C", "C", "C", "C", "C", "C", "C", "C", "C", "C", "C", "C", "C", "C", "C", "C", "C", "C", "C", "C", "C", "C", "C", "C", "C", "C", "C", "C", "C", "C", "C", "C", "C", "C", "C", "C", "C", "C", "C", "C", "C", "C", "C", "C", "C", "C", "C", "C", "C", "C", "C", "C", "C", "C", "C", "C", "C", "C", "C", "C", "C", "C", "C", "C", "C", "C", "C", "C", "C", "C", "C", "C", "C", "C", "C", "C", "C", "C", "C", "C", "C", "H", "H", "H", "H", "H", "H", "H", "H", "H", "H", "H", "H", "H", "H", "H", "H", "H", "H", "H", "H", "H", "H", "H", "H", "H", "H", "H", "H", "H", "H", "H", "H", "H", "H", "H", "H", "H", "H", "H", "H", "H", "H", "H", "H", "H", "H", "H", "H", "H", "H", "H", "H", "H", "H", "H", "H", "H", "H", "H", "H", "H", "H", "H", "H", "H", "H", "H", "H", "H", "H", "H", "H", "H", "H", "H", "H", "H", "H", "H", "H", "H", "H", "H", "H", "H", "H", "H", "H", "H", "H", "H", "H", "H", "H", "H", "H", "H", "H", "H", "H", "H", "H", "H", "H", "H", "H", "H", "H", "H", "H", "H", "H", "H", "H", "H", "H", "H", "H", "H", "H", "H", "H", "H", "H", "H", "H", "H", "H", "H", "H", "H", "H", "H", "H", "H", "H", "H", "H", "H", "H", "H", "H", "H", "H", "H", "H", "H", "H", "H", "H", "H", "H", "H", "H", "H", "H", "H", "H", "H", "H", "H", "H", "H", "H", "H", "H", "H", "H", "H", "H", "H", "H", "H", "H", "H", "H", "H", "H", "H", "H", "H", "H", "H", "H", "H", "H", "H", "H"],
  "xyz": [[3.690348, 8.034927, 2.667847], [-8.487774, 0.808452, 3.369404], [-0.821185, -8.305576, -5.673392], [1.947336, -7.508924, 0.022655], [1.662138, 4.983531, -7.328756], [-5.533368, 0.621343, -1.553492], [-1.885818, 4.085840, 5.628826], [0.597700, -0.498196, 3.315619], [-11.259520, 1.566024, 1.020141], [3.083326, -2.841082, -0.600533], [-4.541580, 2.459948, -4.831796], [2.376950, -7.357774, 4.464254], [4.212154, -0.218269, 6.393309], [-0.686980, 1.899700, -0.998751], [6.292036, 1.127897, -1.821549], [3.258116, -2.460091, -7.680676], [0.460327, 2.759736, 3.128123], [4.174946, -0.140999, 0.216685], [0.213592, -8.380358, -3.026789], [3.805265, 0.963348, 2.914354], [2.238491, -5.911167, 4.505213], [3.833998, 7.064692, 1.658831], [2.049944, 4.784795, -6.017195], [-8.664101, 0.570159, 0.450360], [-7.374356, 0.041377, 3.846305], [2.597899, -3.223239, -6.641699], [0.764189, -0.181271, 0.313489], [-6.883893, 3.668809, -6.095813], [-5.068894, 0.239454, 4.563271], [-10.931406, 0.292635, 1.425281], [3.309568, -3.752836, 4.992267], [1.213346, -3.193448, -4.773473], [-7.880671, -0.828329, 4.928159], [-6.632701, -1.557997, 5.375850], [5.699848, -0.229022, 3.963052], [4.356547, -5.914649, 5.933442], [3.073133, 4.626812, 0.362153], [-3.357948, 1.823898, -5.279793], [2.803923, -1.255875, -4.916542], [1.091351, -5.708412, 5.405010], [3.507929, 2.764434, -6.444559], [-7.624331, 0.127112, -0.429810], [3.448311, 5.480278, -4.058429], [0.943014, -4.154544, 5.467247], [2.897876, -4.915754, -4.921058], [1.544150, -6.987163, 1.288171], [-5.483277, -0.662239, 5.709579], [4.871912, -1.274262, -0.543947], [-9.774456, -0.338768, 0.660707], [2.601648, 8.470942, -0.050428], [7.593174, 1.618244, -2.007020], [2.161976, -4.042135, -3.904989], [-12.136732, 1.615344, -0.053055], [-2.474097, 3.350335, 6.665570], [0.945112, 2.546832, -6.149845], [4.455589, -5.410733, 3.613330], [3.587641, -4.106318, -6.043471], [0.903208, -7.599724, -0.847424], [2.739310, 5.974413, -0.287366], [1.350870, -7.947697, -2.240982], [-0.155997, -6.268056, 4.679287], [1.056110, -6.345347, 6.818595], [3.780030, 0.715556, 5.380254], [-8.982379, -1.747451, 4.251783], [-4.380830, 1.422422, -1.645147], [3.250672, 5.420646, 3.530530], [0.623780, -1.430700, 1.029462], [-8.235131, 1.912589, -5.100433], [-0.763170, 3.355415, 5.120183], [-6.643848, 1.206008, -0.858302], [-0.059574, -7.482227, -6.547216], [4.605186, 0.382098, 7.621010], [-6.906358, 2.745636, -5.027465], [5.689565, 1.600296, -0.599318], [4.272759, 4.739073, 1.313304], [-8.557188, 0.048868, 6.034610], [4.913051, -3.534984, -5.474154], [3.132298, 5.698603, -5.601542], [5.638148, 5.995016, 2.936097], [-5.891666, 1.600125, 2.697302], [2.587687, 7.103162, 0.768410], [-6.273489, 1.030754, 4.084613], [-0.601510, -7.273725, -3.522280], [2.196864, -3.403298, 5.947255], [-1.892768, 3.630479, 2.800727], [4.352256, -2.594232, -0.048641], [0.239937, -0.348256, -1.029659], [1.246105, -1.305147, 2.349426], [2.381088, 3.203759, -4.218510], [2.547840, -4.115334, -0.291294], [1.975935, -2.290851, -5.720118], [-0.657325, 3.206706, -1.557043], [4.009614, -5.107253, -7.138902], [4.209287, 5.812520, 2.362268], [3.515896, -5.299250, 4.822564], [4.153998, 0.126120, 4.048179], [3.552815, 3.988028, -3.676660], [4.453894, 5.706301, -6.398679], [2.267375, 3.329485, -5.721876], [1.285596, 6.993999, 1.554208], [2.415961, 7.078771, -5.731022], [-0.786668, -0.600238, 3.357772], [-5.737938, 1.818528, -5.183310], [4.227604, 1.146868, -0.439784], [0.182489, 1.041740, -1.750208], [0.893133, -1.500982, -6.527812], [-1.527923, -7.714875, -4.620715], [-0.552914, 3.708255, 3.619702], [-6.689214, 2.233944, 4.969544], [6.341560, 0.635844, 4.091180], [1.845025, -7.164980, -2.825548], [1.508402, 7.143782, -5.089955], [-6.759747, 2.116682, 2.294549], [1.384473, -0.928777, -7.309498], [1.762454, -5.843105, 7.465974], [-0.170530, 0.918921, -2.747643], [0.876147, -1.057571, -1.593416], [4.811631, -2.979206, -4.489955], [2.455749, -3.751719, 6.973776], [5.967014, -0.589539, 2.924143], [4.506088, -6.969696, 5.694649], [-5.679930, -0.006127, 6.616429], [1.507224, -2.239795, 2.850626], [3.321744, 3.826571, -0.350060], [0.175406, -8.336672, -0.477103], [-4.794858, -0.437192, 3.777693], [-9.454073, -2.473045, 4.988265], [2.375837, -6.771523, 1.926829], [-1.031649, 3.233263, -2.536744], [1.161750, -2.180431, 0.485724], [3.144905, 7.774112, -5.363354], [-10.689830, 0.429859, 2.444643], [-8.543831, -2.251620, 3.348616], [-1.144928, 0.009344, 4.211330], [-0.776641, -0.807223, -1.101200], [2.625186, 5.864437, -3.490003], [3.489015, 8.557876, -0.722685], [-0.004543, -6.367544, -3.758804], [2.955057, 1.547387, 2.926855], [3.087755, -3.348270, 4.027027], [4.397130, 5.540181, -7.494306], [-2.628983, 4.412400, 3.126354], [0.363324, 2.596730, 2.141972], [3.482220, 6.340902, -1.043278], [0.716753, 2.622763, -7.194823], [4.809878, -5.739236, -6.785850], [-9.282534, -0.626784, 6.551198], [0.495900, -9.019963, -3.765464], [-9.322687, -1.116718, 1.257970], [-8.423432, 0.762542, 2.375814], [3.687097, 0.685371, 8.101208], [-8.048622, -0.399750, -1.394609], [0.804246, -8.048238, -6.900872], [0.797332, -7.669825, 1.758059], [4.408295, -4.548669, -8.004522], [0.402234, 7.207997, 0.970297], [-4.533265, 2.316388, -2.302253], [3.179370, -1.562042, -3.936319], [-7.028345, -2.196195, 6.207033], [3.984710, -5.860067, 6.931000], [4.908611, 6.694676, -6.179968], [3.158354, -5.737076, -7.457734], [-3.576481, 0.879079, -2.076114], [4.451931, 8.570111, 2.554662], [3.678318, 4.484628, 3.952459], [-2.263308, -8.481155, -4.272698], [-1.408960, 3.850458, -1.032784], [8.327780, 1.315457, -1.287814], [-1.275794, -0.089446, 2.476361], [-11.559288, 1.519248, -1.011851], [2.573747, -7.600805, 5.388754], [-1.541707, 3.887790, 1.799959], [2.065649, -0.475863, -4.639105], [3.949894, -5.000787, 2.770825], [3.732386, 1.313270, -1.406302], [-0.399673, -1.871776, 1.098818], [2.262017, 5.109605, 3.131314], [5.936785, 4.979663, 3.224621], [3.070067, 6.243849, 4.240377], [-1.213519, -1.588010, 3.486912], [2.664384, -2.495330, -8.418542], [3.819091, 1.878098, 0.282488], [5.366738, -5.508858, 5.947149], [5.126841, 4.942088, -6.036973], [-3.087846, 2.595967, 6.164541], [4.450814, 3.093435, -6.022197], [5.669139, -4.240103, -5.279652], [3.099481, -4.983654, -0.714509], [-12.924709, 0.844622, -0.014839], [3.901159, 0.473163, 2.074433], [-5.097417, 2.338097, 2.795670], [2.103585, 7.227398, -6.794005], [0.124516, 2.999654, -5.566150], [5.154841, -0.347675, 8.262171], [-6.084499, 4.275686, -6.007576], [0.364669, -6.622491, -5.939140], [0.318764, 3.722861, -1.499716], [-6.959683, -0.611872, 0.102562], [-0.295253, -7.394587, 4.754712], [4.517993, 3.600678, -4.030342], [-9.085228, 0.915999, 5.645173], [-5.644044, 1.611459, -6.246205], [4.325641, 6.119258, -3.745556], [3.637660, -5.598571, -4.426292], [5.953225, -1.088793, -0.478259], [-6.352338, -2.178179, 4.510319], [-8.210777, 1.488237, -6.143589], [-2.349228, 2.637439, 2.705154], [1.813779, 5.843085, -0.819177], [2.679683, 0.928135, 5.454395], [7.628406, 2.693887, -2.018824], [1.650789, 8.673880, -0.643574], [2.233693, -0.810412, 2.212573], [-6.930131, 1.979465, 6.009543], [3.362103, 1.670652, -6.345481], [4.406453, 3.823679, 1.857531], [0.068882, -3.942520, 6.070428], [-11.891930, -0.316433, 1.318203], [5.362825, -2.839878, -6.153155], [-7.149011, 1.942546, -1.473607], [-3.128640, 4.030402, 7.240131], [0.311938, -2.281677, -7.015628], [-7.657782, 4.272397, -6.187647], [6.267856, 6.349275, 2.110173], [2.124051, -5.564599, -5.406093], [-1.846097, 2.921625, 7.422648], [2.441555, -4.144995, 0.793930], [-1.003612, -5.858468, 5.223884], [-12.541615, 2.642931, -0.074259], [3.590507, -0.764684, -5.448261], [-5.889339, 0.856309, -4.609778], [2.056863, -2.345027, 5.931354], [1.288711, -7.385418, 6.783942], [-1.044721, 2.261808, 5.134050], [2.499262, 2.153716, -4.001176], [-4.646559, -1.319307, 6.040963], [-7.531716, 2.778592, 4.508845], [0.945295, 1.493329, -5.860144], [3.602538, 3.931378, -2.612435], [5.800170, -1.062863, 4.652947], [-5.555222, 0.825525, 1.942583], [7.952125, 1.151928, -2.987509], [5.288860, -4.772772, 3.776344], [0.441969, -3.744072, -5.385807], [0.065537, -6.168035, 7.216406], [-6.848876, 3.160193, -4.011759], [4.274127, 1.699904, 5.535922], [3.723135, -0.896800, 4.043084], [-0.727690, -7.058246, -7.262780], [4.249223, -2.478663, 1.037970], [-9.147600, 2.510571, -5.043482], [1.558470, -4.126242, -0.688368], [1.047152, -6.053953, 1.037049], [-6.210013, 1.781223, 0.017149], [0.543583, 1.920093, 3.678612], [0.121679, 3.485187, 5.719417], [1.451830, 3.576614, -3.784248], [5.773256, 6.692040, 3.743405], [5.105447, -3.348977, -0.187940], [0.596402, -2.512713, -4.217526], [3.193914, -0.458285, 0.347762], [0.262662, 0.578924, 0.770694], [-0.174896, 4.733669, 3.612279], [4.851812, -6.392601, 3.250398], [2.033042, -8.764215, -2.068540], [0.731277, -3.894048, 4.422964], [-8.310131, 1.135607, -4.341279], [-3.160834, 1.866481, -6.320697], [-4.117477, 1.821380, -0.634743], [3.504369, 2.801454, -7.548907], [2.358206, 4.599687, -7.912875], [5.186298, 4.878737, 0.697196], [-9.051207, 1.407469, 0.044944], [-5.845511, 2.917774, 5.055519], [1.757947, -4.523329, -3.032278], [2.951849, -3.413731, -3.487134], [1.212707, 5.998770, 1.977013], [4.683572, -1.187499, -1.649359], [-10.113462, -0.783046, -0.277180], [-1.098574, -7.021460, -2.607926], [2.656558, 9.289557, 0.672615], [0.346170, -0.746935, -5.956037], [-0.182253, -5.989689, 3.602140], [4.286205, -3.386090, 5.363352], [-7.874640, 0.323816, 6.852621], [-2.427453, 2.193077, -4.780987], [-4.242890, 0.928635, 4.813349], [1.279094, 7.682401, 2.429589], [-3.404307, 0.719112, -4.988709], [-2.058269, -6.824553, -4.974923], [2.107417, 4.320832, 0.857129], [1.230580, 1.433590, -1.734708], [6.277254, 1.311387, 0.308454], [-9.808623, -1.127664, 3.900945], [5.641137, 2.672519, -0.650364], [5.240169, 1.232009, 7.449678], [0.387795, -6.640232, -0.882240]],
  "forces_ev_per_a": [[-1.185, 0.048, 0.413], [0.018, -0.052, -0.856], [0.429, -1.241, -0.624], [1.979, -0.002, 1.254], [0.530, -0.245, -1.170], [-0.890, -0.575, -0.002], [1.604, -0.077, 0.219], [0.008, 0.336, 0.052], [-0.131, 1.234, -0.094], [0.334, -0.294, -0.994], [1.120, 0.903, 0.441], [0.565, 0.480, -0.103], [0.162, 0.230, -0.450], [0.695, 0.215, -0.633], [-0.460, -0.141, 1.051], [0.742, 0.017, 0.948], [0.062, 1.252, 0.216], [-0.446, -2.190, -1.238], [0.120, -0.880, -0.720], [-0.543, 1.588, 1.803], [-0.491, -1.839, 0.807], [-0.597, -0.211, -0.931], [0.258, -1.622, 1.592], [-0.374, 1.503, 0.054], [-0.184, 0.663, -1.092], [0.813, 0.948, -0.508], [-0.712, -0.223, -0.573], [1.169, 0.679, -0.901], [-0.575, -0.082, 0.876], [-1.101, -1.188, -0.442], [0.904, -1.325, 1.106], [-0.925, -0.123, 0.595], [-0.832, 1.772, -0.867], [-1.704, -1.110, 0.161], [-1.359, -0.205, -1.326], [0.117, -0.718, 0.052], [-0.490, 0.146, 0.453], [0.258, -1.924, 2.090], [-1.080, 0.441, 0.632], [-0.765, 1.003, -0.450], [-1.089, -1.703, -0.258], [1.137, -2.404, -1.122], [0.217, -0.173, -0.988], [0.046, -0.611, -0.109], [-0.721, -1.457, 0.171], [-1.171, -0.405, -1.085], [1.199, 0.599, 2.501], [-0.741, 2.042, -0.815], [0.418, -0.548, -0.167], [-0.243, -0.115, 0.353], [0.314, -1.090, -2.001], [0.849, 0.776, -1.412], [0.424, 0.970, -1.591], [-1.914, 0.871, -0.040], [0.577, 0.928, 1.285], [-0.355, -0.917, -0.933], [1.136, -1.823, 0.411], [-1.312, 0.673, -0.361], [1.053, 0.217, 0.101], [-0.289, -0.642, -0.245], [-0.117, -0.903, -0.161], [0.838, 1.404, -0.712], [0.016, 0.553, 0.924], [0.623, -0.325, 0.631], [-0.984, 2.147, 0.684], [-0.312, -0.751, -0.935], [-0.935, -0.338, -0.046], [0.868, 0.146, -1.489], [-1.723, -0.788, -1.467], [1.229, 0.935, 0.705], [0.436, 1.094, 2.656], [-0.402, -0.942, -0.200], [-1.666, -1.378, 1.491], [-0.045, -0.461, -0.102], [0.068, -0.328, -0.710], [-0.283, -1.938, 1.029], [-1.245, 2.257, 1.175], [-1.124, 0.899, 0.682], [-0.319, -0.631, -1.243], [-0.148, -0.495, -0.453], [0.594, 0.718, -0.914], [-0.261, -0.002, -0.713], [0.917, -0.557, 1.176], [-0.244, -1.715, 0.260], [0.874, 1.087, 0.226], [0.283, 0.954, 1.079], [-0.540, 0.929, -1.235], [2.121, 0.205, 1.537], [0.434, 0.319, -0.214], [0.591, 0.274, 0.379], [-1.025, 0.870, 0.183], [-0.715, 0.996, 1.980], [-0.345, 0.406, -0.550], [-0.607, 1.118, 0.544], [1.417, 0.803, -0.430], [1.314, -0.721, -0.752], [1.020, 0.965, -0.652], [-0.036, 0.395, -0.047], [-1.101, 0.303, -1.501], [0.369, 0.291, 1.127], [-0.057, -0.691, -0.304], [-1.486, 1.755, -0.119], [0.318, -1.393, -0.258], [1.193, 0.626, 0.795], [1.028, -1.028, 2.041], [1.255, -0.466, -0.312], [-0.429, 0.334, 0.048], [-0.766, -1.155, 1.140], [0.240, -0.091, 0.192], [0.088, 0.091, 0.644], [0.453, 0.420, 0.666], [0.646, -0.291, -0.421], [0.027, 0.088, -0.204], [0.134, 0.086, -0.179], [0.207, 0.004, 0.342], [-0.291, 0.028, -1.010], [0.054, 0.494, 0.174], [-0.175, -0.556, -1.124], [-0.145, 0.476, -0.499], [-0.631, 0.190, 0.961], [-0.011, -0.078, 0.100], [-0.059, -0.798, -0.863], [-0.407, -0.533, -0.294], [-0.303, 0.399, -0.109], [-0.063, -0.122, -0.352], [0.498, -0.092, -0.798], [0.925, 0.622, -0.857], [0.504, -0.293, 0.222], [-0.152, -0.323, -1.843], [0.540, -0.319, -0.343], [0.164, 1.015, -0.164], [0.386, -0.368, 1.223], [-0.355, 0.179, 0.978], [0.355, -0.366, -0.205], [0.294, 0.317, 0.452], [-0.722, 0.418, 0.198], [-0.679, -0.252, 0.491], [0.010, -0.340, -0.413], [0.479, -0.786, 0.405], [0.017, 0.397, -0.698], [-0.318, 0.385, 0.561], [0.633, -0.865, -0.226], [0.024, -0.383, -0.178], [-0.301, -0.618, 0.666], [-0.017, 0.112, -0.522], [0.148, -0.325, 0.222], [0.168, 0.603, -0.354], [-0.049, 0.396, 0.011], [-0.396, -0.738, 0.283], [0.056, 0.010, 0.785], [-0.143, 0.365, 0.713], [0.747, 0.803, 1.567], [-0.455, -0.014, -0.391], [0.596, 0.395, -0.035], [-0.268, -0.310, 0.316], [-0.137, 0.019, -0.395], [-0.083, -0.571, 0.367], [0.133, -0.380, -0.351], [1.050, 0.199, -0.398], [-0.530, 0.196, 0.811], [-0.033, -0.584, -0.439], [0.345, 0.345, 0.081], [0.590, -0.797, -0.138], [1.020, 0.912, -0.133], [-0.258, 0.783, 0.323], [0.631, 0.642, -0.189], [0.713, -0.649, 0.122], [0.190, -0.525, 0.967], [0.384, -0.694, 0.481], [-0.593, -0.238, 0.434], [0.007, -0.109, -0.495], [-0.380, 0.118, -0.318], [0.389, -0.126, -0.194], [-0.538, 0.394, -0.915], [-0.199, -0.508, -0.027], [0.143, 0.643, -0.102], [0.671, 0.095, 0.338], [0.344, 0.340, 0.169], [0.437, -0.519, -0.145], [0.228, -0.524, -0.117], [-0.544, -0.234, -0.540], [-0.113, -0.288, -0.347], [-0.087, 0.310, -0.102], [0.279, -0.075, 0.212], [-0.106, -0.397, 0.533], [-0.041, -0.215, -0.185], [0.563, -1.489, 0.060], [-0.026, 0.584, 0.421], [0.151, 0.305, 0.087], [0.306, -0.683, -1.510], [0.155, 0.033, 0.106], [0.485, 0.241, 0.949], [0.180, 0.008, -0.410], [-0.540, 0.357, -0.678], [0.374, 0.049, -0.127], [-0.307, -0.719, -0.776], [-0.143, -0.488, 0.025], [-0.898, 0.266, -0.493], [0.583, 1.322, -0.105], [-0.242, -0.183, 0.014], [0.112, -0.134, -0.075], [-0.370, -0.536, -0.335], [-0.627, -0.889, -0.495], [-0.453, 0.603, -0.513], [-0.256, -0.550, 0.417], [0.015, -0.197, 0.394], [-0.280, -0.040, 1.052], [0.171, 0.111, 0.513], [-0.608, 0.266, -0.321], [0.654, -0.411, -0.054], [-0.116, 0.681, -0.352], [1.141, -0.704, 0.661], [-0.610, -0.247, 0.064], [-0.090, -0.093, -0.439], [0.678, 0.242, 0.393], [0.126, -0.844, 0.132], [-0.241, 0.255, 0.136], [1.386, 0.084, 0.351], [0.128, 0.580, -0.574], [-0.101, 0.330, -0.463], [0.036, -0.209, -0.466], [-0.625, 0.342, 0.023], [-1.234, 0.473, 0.196], [0.069, -0.228, 0.128], [0.671, 0.276, 0.275], [0.973, -0.378, 0.026], [0.188, -0.632, 0.221], [-0.353, 0.190, -0.289], [-0.186, -0.595, 0.049], [0.504, 0.128, -0.579], [0.268, 0.849, -0.347], [-0.246, 0.775, 0.275], [-0.107, -0.855, 0.161], [0.332, 0.709, 0.068], [-0.061, -0.487, 0.327], [-0.288, 0.484, -0.285], [0.351, -0.353, 0.277], [0.488, 0.030, -0.028], [-0.022, -0.166, 0.921], [0.773, 0.234, 0.204], [-0.432, 0.595, 1.051], [-0.489, 1.002, 1.123], [0.919, 0.529, 0.262], [1.047, -0.131, 0.644], [-0.204, -0.228, 0.120], [0.073, 0.351, 0.011], [-0.015, -0.443, -0.135], [-0.493, 0.353, -0.217], [-0.118, 0.173, -1.077], [-0.038, -0.227, 0.267], [0.254, 0.281, 0.084], [-0.796, -0.067, -0.448], [-0.346, 0.420, 0.476], [-0.722, -0.684, -0.611], [-0.202, -0.301, -0.294], [0.472, 0.254, 0.291], [-0.053, -0.094, 0.076], [-0.395, 0.144, 0.527], [0.060, -0.850, -0.539], [-0.308, 0.320, 0.902], [0.611, 0.587, -0.407], [0.008, -0.213, -0.005], [-0.017, 0.053, -0.389], [-0.581, 0.428, 0.933], [0.408, -0.467, -0.464], [-0.097, 0.357, 0.153], [0.231, -0.080, -0.086], [-0.296, 0.270, -1.291], [0.130, -0.391, -0.539], [-0.045, 0.792, 0.349], [-0.365, 0.300, 0.341], [-0.420, 0.055, 0.236], [-0.170, 0.564, 0.095], [0.138, 0.147, -0.233], [-0.599, -0.619, -0.055], [-0.319, 0.319, 0.187], [-0.370, -0.116, -0.132], [-0.115, -0.101, 0.739], [-0.096, -0.070, -0.252], [-1.224, 0.777, 0.146], [0.048, -0.002, -0.053], [-0.240, -0.644, 0.220], [-0.002, -0.051, 0.773], [-0.477, 0.171, -0.379], [-0.032, 0.145, -0.498], [-1.090, 0.242, -0.071], [-0.241, -0.422, -0.071], [0.113, -0.302, -0.650], [0.047, 1.105, -0.421], [-0.326, -0.034, -0.037], [1.098, -0.066, -0.026], [-0.700, 0.032, -0.190], [-0.298, 0.073, -0.661], [0.170, 0.095, 0.071], [0.291, 0.855, 0.012], [0.378, 0.534, -0.068], [-0.426, 0.428, 0.098]],
  "lowdin_charge": [-0.036, -0.099, -0.211, -0.181, -0.033, -0.198, -0.186, -0.190, -0.187, -0.207, -0.205, -0.046, -0.220, -0.195, -0.205, -0.024, 0.064, -0.061, -0.066, 0.068, -0.056, -0.076, -0.133, -0.082, -0.077, -0.064, -0.021, 0.049, -0.147, -0.232, -0.133, -0.137, -0.500, -0.159, -0.036, -0.034, -0.166, -0.108, -0.014, -0.510, -0.015, -0.212, -0.109, -0.122, -0.140, -0.084, -0.198, -0.146, -0.187, -0.037, -0.130, -0.159, -0.124, -0.125, -0.006, -0.047, -0.504, -0.291, -0.145, -0.196, -0.044, -0.015, -0.192, -0.025, -0.111, -0.015, -0.238, -0.051, -0.189, -0.222, -0.076, -0.098, -0.467, -0.200, -0.153, -0.032, -0.022, -0.486, -0.029, -0.043, -0.456, -0.492, -0.220, -0.153, -0.038, -0.232, -0.188, -0.221, -0.148, -0.109, -0.514, -0.106, -0.035, -0.521, -0.504, -0.425, -0.167, -0.033, -0.469, -0.037, -0.041, -0.138, -0.240, -0.212, -0.194, -0.027, -0.224, -0.387, -0.022, 0.067, 0.108, 0.093, 0.070, 0.072, 0.066, 0.102, 0.117, 0.090, 0.121, 0.078, 0.084, 0.123, 0.108, 0.073, 0.137, 0.108, 0.096, 0.060, 0.053, 0.082, 0.063, 0.091, 0.087, 0.081, 0.125, 0.087, 0.081, 0.106, 0.075, 0.086, 0.089, 0.091, 0.052, 0.116, 0.068, 0.075, 0.085, 0.111, 0.108, 0.067, 0.078, 0.151, 0.095, 0.106, 0.085, 0.081, 0.091, 0.059, 0.139, 0.064, 0.091, 0.086, 0.069, 0.086, 0.087, 0.142, 0.100, 0.071, 0.098, 0.096, 0.073, 0.053, 0.071, 0.050, 0.113, 0.136, 0.042, 0.087, 0.089, 0.087, 0.089, 0.093, 0.092, 0.056, 0.074, 0.059, 0.062, 0.113, 0.091, -0.016, 0.074, 0.091, 0.079, 0.099, 0.082, 0.072, 0.082, 0.136, 0.104, 0.109, 0.079, 0.124, 0.137, 0.137, 0.116, 0.126, 0.095, 0.066, 0.099, 0.131, 0.075, 0.098, 0.100, 0.063, 0.081, 0.096, 0.114, 0.144, 0.075, 0.111, 0.097, 0.085, 0.063, 0.085, 0.096, 0.080, 0.078, 0.072, 0.096, 0.073, 0.142, 0.096, 0.069, 0.117, 0.106, 0.118, 0.092, 0.051, 0.075, 0.058, 0.100, 0.114, 0.071, 0.135, 0.088, 0.132, 0.125, 0.112, 0.077, 0.121, 0.067, 0.071, 0.065, 0.111, 0.038, 0.121, 0.113, 0.071, 0.122, 0.104, 0.080, 0.101, 0.116, 0.110, 0.122, 0.108, 0.061, 0.067, 0.094, 0.090, 0.099, 0.129, 0.115, 0.075, 0.080, 0.080, 0.035, 0.124, 0.115, 0.106, 0.063, 0.071, 0.085, 0.129, 0.066, 0.079, 0.114, 0.100, 0.107, 0.121, 0.114, 0.116, 0.142, 0.052, 0.094, 0.073, 0.107]
}